[1]
A cluster of 2 separate species, H4N2OS in total in a non-equilibrium geometry, computed with ωB97M-V/def2-TZVPD.

Geometry as XYZ:
```
8
Properties=species:S:1:pos:R:3:nbo_charge:R:1
N 2.801 -0.164 -0.490 -0.996
N 0.662 -0.514 0.651 -1.000
O -2.669 0.376 -0.349 -0.933
S 1.689 0.598 0.257 1.234
H 3.495 0.430 -0.923 0.367
H -1.857 0.048 -0.468 0.468
H 0.924 -1.545 0.365 0.394
H -2.802 0.674 0.488 0.465
```

Frontier orbital gap: 9.272 eV
Energy above the lowest of the compared OMol25 structures with the same formula, charge and spin: 1.5456 eV
E: -15925.5183 eV


[2]
A cluster of 2 separate species, H4N2S2 in total in a non-equilibrium geometry, computed with ωB97M-V/def2-TZVPD.

Geometry as XYZ:
```
8
Properties=species:S:1:pos:R:3:nbo_charge:R:1
N -1.228 -0.054 -0.485 -0.918
N 0.185 -0.915 1.779 -0.944
S 0.298 0.591 -0.885 0.120
S 0.742 -1.675 3.080 0.153
H -1.700 0.626 0.064 0.406
H -1.461 -0.561 -1.278 0.408
H 0.607 -0.897 0.739 0.393
H -0.831 -0.692 1.812 0.380
```

Frontier orbital gap (alpha / beta): 8.027 / 6.166 eV
Energy above the lowest of the compared OMol25 structures with the same formula, charge and spin: 2.1674 eV
E: -24712.6041 eV